Record 1
14
Properties=species:S:1:pos:R:3 method="wB97M-V/def2-TZVPD" total_charge=0 e_lumo_ev=0.5 homo_ev=-9.6 de_lowest_ev=1.399 total_energy_ha=-453.1496 homo_lumo_gap_ev=10.12
C -0.24 0.96 -1.95
N -0.18 0.50 -0.59
C 0.83 -0.05 -0.07
O 2.04 -0.26 -0.64
N 0.56 -0.69 1.14
C -0.88 -0.72 1.30
O -1.59 -1.53 0.79
O -1.22 0.01 2.39
H 0.69 0.79 -2.50
H -1.06 0.43 -2.44
H -0.46 2.02 -1.94
H 2.54 -0.90 -0.11
H 1.06 -0.30 1.94
H -2.10 -0.27 2.69

Record 2
14
Properties=species:S:1:pos:R:3 method="wB97M-V/def2-TZVPD" s_squared=2.0126 total_charge=+2 e_lumo_ev="-11.8 / -13.6" homo_ev="-19.9 / -21.7" total_energy_ha=-452.0458 spin_multiplicity=3 homo_lumo_gap_ev="8.09 / 8.14"
C 0.97 0.72 0.86
C 1.49 1.50 -1.14
C -2.06 -1.38 0.89
N 1.22 0.40 -0.35
N -0.94 -1.13 0.11
O 0.53 1.09 1.85
O 1.26 -0.80 -0.84
O -0.31 -1.57 -0.71
H 2.42 1.39 -1.75
H 1.54 2.39 -0.45
H 0.65 1.73 -1.86
H -2.37 -0.39 1.21
H -1.66 -1.85 1.82
H -2.74 -2.11 0.35

Record 3
16
Properties=species:S:1:pos:R:3 method="wB97M-V/def2-TZVPD" total_charge=-1 e_lumo_ev=4.0 homo_ev=-5.0 total_energy_ha=-869.9009 smiles="N[P@](=O)([O-])O[C@H]1C=NCO1" homo_lumo_gap_ev=8.95
N -1.31 -2.78 0.31
P -0.89 -1.30 1.05
O -0.99 -1.43 2.51
O -1.58 -0.24 0.26
O 0.72 -1.07 0.52
C 0.92 0.16 -0.06
C -0.26 0.81 -0.81
N -0.41 2.05 -0.54
C 0.42 2.30 0.61
O 1.27 1.17 0.85
H -0.86 -3.57 0.73
H -1.18 -2.74 -0.69
H 1.77 0.00 -0.76
H -0.62 0.39 -1.73
H 1.08 3.17 0.43
H -0.19 2.50 1.50

Record 4
17
Properties=species:S:1:pos:R:3 method="wB97M-V/def2-TZVPD" total_charge=0 e_lumo_ev=-0.8 homo_ev=-11.5 de_lowest_ev=0.695 total_energy_ha=-678.5968 smiles="C[C@H](O)C(O)([N+](=O)[O-])[N+](=O)[O-]" homo_lumo_gap_ev=10.75
C 0.71 -0.72 -0.22
C -0.60 -0.47 0.41
O -1.66 -0.79 -0.44
C -0.74 0.93 0.90
O -0.52 2.00 -0.37
N 0.34 1.40 1.96
O 0.71 0.52 2.63
O 0.64 2.55 2.10
N -2.09 1.28 1.67
O -2.45 0.45 2.46
O -2.55 2.35 1.36
H 0.62 -0.47 -1.36
H 1.70 -0.26 0.20
H 1.10 -1.77 -0.32
H -0.67 -1.04 1.40
H -1.48 -0.53 -1.36
H -0.53 2.87 0.04

Record 5
13
Properties=species:S:1:pos:R:3 method="wB97M-V/def2-TZVPD" total_charge=0 e_lumo_ev=0.1 homo_ev=-7.9 de_lowest_ev=5.518 total_energy_ha=-700.6864 smiles="C=NS/C(C)=N/O" homo_lumo_gap_ev=8.05
C 2.98 0.16 -0.18
N 1.97 0.02 0.73
S 0.84 1.07 1.00
C -0.59 0.25 0.15
C -1.85 -0.16 1.00
N -0.56 0.09 -1.15
O -1.57 -0.59 -1.55
H 3.68 -0.64 -0.23
H 3.28 1.16 -0.74
H -2.29 -1.13 0.66
H -2.60 0.52 0.74
H -1.72 -0.03 2.06
H -1.56 -0.72 -2.48

Record 6
13
Properties=species:S:1:pos:R:3 method="wB97M-V/def2-TZVPD" total_charge=0 e_lumo_ev="-0.6 / -0.5" homo_ev="-8.5 / -8.7" de_lowest_ev=4.084 total_energy_ha=-700.7391 homo_lumo_gap_ev="7.87 / 8.16"
C -2.76 -0.29 -0.44
C 1.89 1.02 1.85
C 0.58 -0.79 -1.39
N -2.43 0.08 0.64
N 0.75 -0.36 0.01
O -3.27 -0.54 -1.45
S 1.25 1.14 0.30
H 2.12 1.90 2.29
H 1.91 0.14 2.30
H -0.28 -0.31 -1.80
H 1.44 -0.55 -2.00
H 0.34 -1.89 -1.34
H -1.51 0.47 1.04

Record 7
13
Properties=species:S:1:pos:R:3 method="wB97M-V/def2-TZVPD" total_charge=0 e_lumo_ev=0.6 homo_ev=-8.6 de_lowest_ev=6.684 total_energy_ha=-700.6436 homo_lumo_gap_ev=9.27
C -1.72 0.36 -1.04
C 0.32 -0.55 -1.24
C 0.99 -0.47 1.49
N -0.83 -0.25 -1.57
N -2.36 0.96 -0.13
O 1.72 1.32 -0.20
S 0.47 0.62 -0.02
H 1.16 -0.28 -1.98
H 0.48 -1.45 -0.74
H 1.07 0.31 2.18
H 0.07 -0.87 1.87
H 1.87 -0.95 1.23
H -3.24 1.26 0.15

Record 8
12
Properties=species:S:1:pos:R:3 method="wB97M-V/def2-TZVPD" total_charge=0 e_lumo_ev=0.8 homo_ev=-9.3 de_lowest_ev=2.146 total_energy_ha=-625.5431 smiles="N=C=S.C=NC" homo_lumo_gap_ev=10.12
N 3.11 -2.05 -0.42
C 3.26 -1.61 -1.52
S 3.20 -1.06 -2.96
H 3.59 -2.43 0.32
C -0.09 -0.71 -0.30
N 0.05 0.40 0.32
C 1.33 0.79 0.80
H 0.62 -1.51 -0.41
H -1.08 -0.99 -0.64
H 1.75 0.01 1.43
H 1.92 0.98 -0.18
H 1.20 1.70 1.45

Record 9
12
Properties=species:S:1:pos:R:3 method="wB97M-V/def2-TZVPD" total_charge=0 e_lumo_ev=0.3 homo_ev=-8.7 de_lowest_ev=0.956 total_energy_ha=-625.5868 smiles="C/N=C/NC=S" homo_lumo_gap_ev=9.07
C -2.35 -0.09 0.01
N -0.98 -0.65 -0.10
C 0.03 0.08 -0.03
N 1.32 -0.46 0.02
C 2.44 0.27 -0.03
S 3.98 -0.28 -0.01
H -2.86 -0.51 0.87
H -2.89 -0.43 -0.85
H -2.36 1.01 0.15
H 0.01 1.15 -0.04
H 1.41 -1.43 0.08
H 2.24 1.34 -0.08

Record 10
12
Properties=species:S:1:pos:R:3 method="wB97M-V/def2-TZVPD" total_charge=0 e_lumo_ev=0.2 homo_ev=-8.8 de_lowest_ev=2.956 total_energy_ha=-625.5133 homo_lumo_gap_ev=8.99
C 1.64 -0.55 -0.63
N 0.28 -0.60 -1.31
C -0.90 -0.41 -0.84
N -1.15 -0.14 0.49
C -0.87 1.03 1.27
S 0.03 2.33 0.85
H 2.04 0.48 -0.53
H 1.63 -1.05 0.47
H 2.23 -1.23 -1.38
H -1.71 -0.47 -1.74
H -1.84 -0.54 0.98
H -1.37 1.15 2.34